1.
Below is a structure of composition C30H26AsBr3CeCl5N4S, with properties calculated with wB97M-V/def2-TZVPD.

```
71
Properties=species:S:1:pos:R:3:forces:R:3
C -19.840144 10.029397 4.230357 0.6 -1.2 -1.0
H -11.958613 9.049709 8.436099 -1.0 -0.2 -0.5
C -19.143024 7.518200 3.091546 -0.5 2.3 1.0
C -18.984670 7.730873 4.461459 -0.1 1.0 -0.8
N -18.549868 6.765163 8.976351 0.4 0.4 1.2
H -20.264162 7.895076 8.949534 -0.4 -0.3 -0.3
H -13.190250 7.787426 3.469854 -0.2 -0.5 -0.2
H -12.477394 6.195839 3.043325 -0.4 -0.1 0.0
H -16.633526 8.227212 1.825675 0.6 -0.6 -0.7
C -14.800681 2.078027 8.023408 -0.7 -0.5 0.3
Cl -18.940395 5.967370 2.378431 0.0 -0.3 0.0
N -19.727818 5.356076 6.018887 -0.6 -0.5 1.1
C -20.964935 5.699450 5.617842 0.3 0.4 0.6
C -19.509260 4.082056 6.367497 1.1 -0.7 -0.7
Br -13.908060 9.366897 10.799501 0.1 0.1 -0.7
C -19.569520 8.600778 2.277136 -0.4 -0.3 1.3
H -18.538595 3.880828 6.868660 -0.5 0.4 -0.6
Br -23.717781 5.203116 5.255365 -1.1 0.6 -0.3
H -16.173470 9.405209 8.914585 -0.8 -0.6 0.3
N -15.602678 8.491339 7.116058 0.5 1.3 0.3
Cl -20.970458 10.946780 2.011656 -0.3 0.6 -1.1
H -12.663182 2.050954 8.348158 -0.4 0.2 -0.4
H -15.392076 8.323420 0.544866 0.2 -0.2 0.0
C -18.564262 4.746158 10.250217 0.4 0.3 0.2
C -15.917169 2.816721 7.659587 0.5 0.3 -0.3
H -16.910723 2.397301 7.703831 -0.2 -0.2 0.0
H -13.674826 4.732349 0.867565 0.6 -0.1 -0.1
C -20.351827 3.028302 6.010251 -1.3 0.6 -0.1
Br -22.530304 5.777023 9.567470 0.0 0.3 0.1
C -14.057609 9.063392 8.929697 -1.7 -0.3 -1.4
C -13.255871 8.646729 6.686724 -0.3 -0.3 0.4
C -21.659498 3.368232 5.640562 0.9 0.9 -0.2
C -14.561329 8.386752 6.255107 0.5 0.9 0.9
H -12.789813 7.444327 1.783961 0.0 -0.3 0.4
H -15.318983 5.006420 0.189786 0.6 -0.3 0.9
H -16.698193 7.069462 0.460375 0.5 0.1 0.4
N -16.804110 4.959447 7.061940 -3.0 3.4 -1.9
C -13.162503 6.979649 2.717288 -0.5 1.1 -0.7
H -14.307410 5.816742 7.176242 -0.2 -0.5 -0.2
S -16.035696 5.765251 4.092898 1.3 -0.2 -1.3
H -19.995969 2.003581 6.034427 -0.2 0.1 0.4
H -12.423475 8.589400 5.992312 -0.1 0.1 0.1
H -21.143530 6.791113 5.572725 -0.1 -0.9 -0.5
C -17.877368 5.762666 9.564947 -0.5 -0.3 -0.9
Cl -20.317454 11.447237 4.999975 -0.4 1.0 0.2
As -14.997017 6.341910 2.284227 -0.4 0.0 0.6
H -14.829202 8.303009 5.191702 0.3 -0.6 0.6
C -12.999121 8.908923 8.052396 0.8 0.0 0.2
C -14.712949 4.810135 1.115652 -1.3 0.6 -0.6
H -20.496854 3.968936 10.892777 0.3 0.3 -0.7
H -16.780493 5.707254 9.393747 -1.0 0.0 0.2
H -17.950621 4.001049 10.740594 -0.2 -0.2 0.0
Cl -19.056454 9.193697 6.768285 -0.4 0.7 -0.5
C -15.815144 4.188905 7.254986 3.4 -1.3 2.2
C -19.870153 6.918209 9.207125 -0.3 -1.5 0.0
C -21.952044 4.745449 5.495741 0.7 -1.1 0.4
Ce -17.514337 6.835837 6.219546 0.5 -1.9 2.0
C -13.531376 2.636418 8.015162 0.6 -1.2 0.1
C -14.465045 4.741377 7.344468 -0.7 -0.2 -0.6
C -16.002877 7.625844 1.112927 -0.6 0.3 1.4
C -20.027655 9.821098 2.815276 1.0 -1.2 2.9
C -19.244596 9.008291 4.977738 -0.6 -1.1 -1.4
C -15.378913 8.953968 8.357745 2.0 -0.3 -0.1
H -15.074341 3.921751 1.621660 0.0 -0.1 0.0
C -20.660773 5.864204 9.730769 2.4 -1.0 0.4
C -13.386171 3.943456 7.593177 0.8 0.3 -0.2
H -12.391466 4.332703 7.367537 0.0 0.1 0.6
Cl -19.685960 8.323229 0.640383 -0.3 0.1 -2.1
C -19.947704 4.723181 10.304951 -0.8 1.9 -0.4
H -22.467236 2.663983 5.475116 0.3 -0.1 0.0
H -14.967572 1.031642 8.330140 0.3 0.5 -0.1
```
Forces are in eV/Å.

For the HOMO energy (spin up / spin down), the calculation gives -0.19187 / -0.19194 Ha. The calculation puts the LUMO energy (spin up / spin down) at -0.0081 / -0.0080 Ha. As for the multiplicity: 2. The value obtained for the energy above the lowest of the compared OMol25 structures with the same formula, charge and spin is 1.241 eV. Its expectation value of S² is 0.75.

---

2.
Below is a structure of composition C22H35BGeN8ORhS, with properties calculated with wB97M-V/def2-TZVPD.

```
70
Properties=species:S:1:pos:R:3:forces:R:3
S -0.559375 1.016341 -0.035879 0.8 -0.1 0.1
N 1.253078 -2.860769 -0.570955 -0.5 0.2 -0.5
C -4.559659 -0.559166 -0.822998 0.0 0.0 0.0
C 3.904014 0.240603 -1.566140 -0.4 0.7 -0.4
H -1.663788 3.360232 -0.244480 -0.1 0.1 0.0
H 2.481073 2.760464 -3.415587 -0.1 0.0 0.0
H -3.744921 -0.162577 -2.775072 0.0 0.1 0.0
H -1.766548 -3.048640 2.030612 0.1 -0.3 0.3
C 3.029461 1.396326 -1.900543 0.8 -0.3 -0.2
H -1.292892 0.995119 3.893616 -0.1 0.0 0.0
H -4.229970 -1.045776 0.103483 -0.1 0.1 -0.1
C -3.374782 -0.429554 -1.780872 0.0 -0.1 0.0
H -4.454502 1.426561 0.045778 -0.1 0.0 -0.1
C 5.988446 -0.912118 -1.530114 0.1 0.3 -0.2
H 1.392127 0.669797 4.769641 0.0 -0.3 -0.2
Rh 1.405861 -0.129973 -0.096421 -1.0 0.8 -2.2
C 1.359037 -4.002249 -0.003723 -0.1 -0.3 0.4
H 4.028170 1.930990 -3.702507 0.0 0.0 0.0
C -5.177834 0.792127 -0.478743 0.0 0.0 -0.1
H -6.050575 0.681319 0.166763 0.1 0.0 0.0
H 5.649731 0.970743 -2.540261 0.0 -0.1 0.0
H 3.572147 -2.473883 0.205221 0.0 0.1 0.1
C 2.647366 -4.634117 -0.247406 -0.1 -0.2 0.0
H 0.968936 -1.334027 4.862185 0.1 0.2 -0.1
C -2.548189 -1.708790 -1.917051 -0.2 0.3 0.0
H -2.502480 0.637929 5.124565 0.0 0.0 0.0
N 1.204361 2.640679 -1.354192 0.1 -0.2 0.3
N -0.825106 3.520577 -0.774573 -0.1 0.3 -0.1
C -2.302582 0.603324 4.053395 0.0 0.0 -0.1
H -1.771347 -1.484147 4.081378 0.0 0.0 0.0
C -2.426065 -0.818203 3.511887 0.0 0.1 0.1
O 0.152142 -2.046616 -0.527673 0.7 -0.6 1.0
H -1.098615 4.706137 -3.261734 0.1 0.1 0.0
H -5.318538 -1.213006 -1.266694 0.1 0.0 0.1
H -0.997534 -0.630801 1.936994 0.0 0.0 0.0
H 0.312823 5.265534 -0.592844 0.1 0.0 0.1
C -2.291145 -2.298056 1.459252 -0.2 0.4 0.0
H -1.723025 -1.601823 -2.624146 0.0 0.0 -0.1
H -3.451070 -1.183771 3.643122 0.1 0.0 0.0
C -2.053399 -0.898547 2.034375 -0.1 -0.1 0.1
C 5.217695 0.175199 -1.945892 0.6 0.0 -0.2
H -2.630187 -0.149194 1.476553 0.0 -0.1 0.0
C -0.528933 4.909257 -1.181557 -0.1 -0.3 -0.1
C 0.457560 -4.709244 0.892513 0.1 0.5 -0.4
B 1.736642 -0.464933 4.476350 0.2 -0.2 0.4
C 4.070427 -1.742997 -0.406199 0.1 0.1 -0.2
C 1.748755 -0.528229 2.926211 0.0 0.2 0.4
H -0.168657 6.164399 -2.879700 0.0 -0.1 0.0
C 3.384198 2.382022 -2.949769 0.2 0.0 -0.1
N 1.960113 1.516054 -1.201584 -0.5 -0.3 1.1
H -1.547440 -4.009468 -0.806517 0.0 -0.1 0.1
H -3.357884 -2.554566 1.480086 0.1 0.0 0.1
H 0.649462 4.600643 -2.975592 0.0 0.0 0.0
H -5.498087 1.319243 -1.383633 0.0 0.0 0.1
N 1.734008 -0.559231 1.768462 0.2 0.1 -0.5
H 2.874810 -0.705098 4.844867 -0.2 0.1 -0.1
N 3.340363 -0.717146 -0.828334 -0.4 -0.4 1.3
C 0.036523 2.510655 -0.789557 -0.1 0.0 0.0
H 3.902963 3.235673 -2.501355 0.0 0.0 0.0
H -3.179680 -2.522048 -2.292308 0.0 0.0 -0.1
H -3.014006 1.273148 3.557138 0.1 -0.1 0.0
N -0.247921 -5.254858 1.613705 0.0 0.0 0.1
C -0.267949 5.097940 -2.668902 -0.1 -0.1 0.0
N 3.668523 -5.123450 -0.447729 -0.3 0.2 0.1
H -2.741471 0.397583 -1.452639 0.0 0.0 0.0
H 7.029289 -0.986820 -1.821731 -0.1 0.0 0.0
H 5.972890 -2.735756 -0.384114 -0.1 0.1 -0.1
Ge -1.773287 -2.559218 -0.369437 0.6 -0.4 -0.3
C 5.411034 -1.881451 -0.744692 -0.1 -0.2 0.1
H -1.404597 5.483670 -0.896317 -0.1 0.1 0.1
```
Forces are in eV/Å.

For the HOMO energy (spin up / spin down), the calculation gives -0.43832 / -0.43855 Ha. As for the total charge: +1. The calculation puts the LUMO energy (spin up / spin down) at -0.2204 / -0.2060 Ha. The value obtained for the energy above the lowest of the compared OMol25 structures with the same formula, charge and spin is 1.932 eV.

---

3.
Below is the molecule C2H3NO2S, with properties calculated with wB97M-V/def2-TZVPD.

```
9
Properties=species:S:1:pos:R:3:forces:R:3
N 0.912956 -1.109207 -0.156274 -0.8 -0.8 0.6
C -0.469992 0.637518 0.064398 1.7 1.3 0.3
H -0.120540 0.603624 1.036067 0.2 0.5 2.1
S 2.099078 1.254397 -0.112619 -0.7 2.4 -0.1
C 2.287510 -0.362772 -0.024082 -2.7 0.0 -0.5
H -1.052337 1.410485 -0.374241 -0.7 0.3 -0.2
O -0.260289 -0.389336 -0.592894 1.2 -2.4 -2.6
H 0.965722 -1.914001 -0.789497 0.0 0.4 0.2
O 3.158523 -1.119007 0.165770 1.8 -1.8 0.2
```
Forces are in eV/Å.

For the HOMO energy, the calculation gives -0.34002 Ha. The calculation puts the LUMO energy at -0.0321 Ha. The value obtained for the energy above the lowest of the compared OMol25 structures with the same formula, charge and spin is 4.439 eV.

---

no.,total energy (eV)
1,-394831.6447
2,-108375.1059
3,-18539.0138